# 1
86
Properties=species:S:1:pos:R:3 method="wB97M-V/def2-TZVPD" multiplicity=2 charge=+1 s2=0.75 e_above_lowest_kcal_mol=6.2
Ti -0.47439 -1.82036 -0.38712
C -2.59751 0.91778 3.42472
C -2.23319 -0.17816 2.42570
O -2.99213 -1.38201 2.65143
P -0.53419 -0.83959 2.75516
O -0.78129 -1.90279 3.90439
O 0.38344 0.14497 3.51408
O 0.11589 -1.47587 1.55201
P -2.62742 0.36791 0.68460
O -4.18131 -0.08533 0.69808
O -2.50237 1.78262 0.33484
O -1.95170 -0.69524 -0.23311
H -2.20341 0.70032 4.41651
H -3.68518 0.97530 3.48480
H -2.21307 1.88600 3.09290
H -3.87749 -1.23619 2.28378
H -1.62213 -2.36655 3.78289
H 0.57319 0.90886 2.88885
H -4.73816 0.63309 0.37745
C 3.39436 -2.32561 1.00657
C 2.15141 -2.96881 0.49285
O 1.51923 -2.49914 -0.47860
N 1.72653 -4.09423 1.05750
C 0.66844 -4.89752 0.44846
C -0.77461 -4.62643 0.83345
C -1.45467 -5.59531 1.54568
C -2.83103 -5.49971 1.69906
C -3.48441 -4.45174 1.10128
C -2.73651 -3.49274 0.43320
N -1.40839 -3.54919 0.33195
H 3.64948 -1.48580 0.36646
H 4.21759 -3.04043 1.02456
H 3.22395 -1.96373 2.02465
H 2.19020 -4.43015 1.88633
H 0.88069 -5.93534 0.68730
H 0.74024 -4.78241 -0.63219
H -0.90786 -6.44335 1.93535
H -3.37760 -6.25925 2.24424
H -4.56101 -4.35621 1.12692
H -3.22647 -2.67366 -0.06897
C 2.67543 -0.10032 -3.03083
N 1.85307 1.10455 -2.88473
C 1.95505 2.04653 -3.99664
P 0.60244 1.19253 -1.84721
O 0.55700 -0.07259 -1.06015
O 0.94994 2.48174 -0.94336
P 1.09437 2.82913 0.60922
O 0.51174 1.79042 1.48952
N 0.38787 4.28060 0.73233
C 0.45395 5.33821 -0.27735
C 0.04220 4.75922 2.07480
N 2.71382 2.93577 0.86067
C 3.46020 1.69449 0.62609
C 3.44637 4.13193 0.45073
N -0.74346 1.64329 -2.61525
C -1.47317 2.89868 -2.40874
C -1.56300 0.57829 -3.21950
H 2.47150 -0.57709 -3.99274
H 2.45541 -0.81275 -2.24253
H 3.73531 0.16389 -2.99472
H 1.70805 1.55718 -4.94174
H 2.97181 2.43726 -4.06219
H 1.27749 2.88804 -3.86495
H 0.83225 4.96398 -1.22353
H 1.10449 6.15009 0.05484
H -0.54639 5.74399 -0.43780
H 0.02120 3.93364 2.78458
H -0.94906 5.21190 2.05028
H 0.76392 5.50406 2.42023
H 2.85592 0.83016 0.90333
H 4.37010 1.69127 1.22566
H 3.73727 1.59532 -0.43087
H 2.90172 5.02930 0.73130
H 3.63916 4.15199 -0.62936
H 4.40513 4.15453 0.96730
H -0.80593 3.69800 -2.11419
H -2.24745 2.78450 -1.64770
H -1.92587 3.17175 -3.36226
H -0.96361 -0.30355 -3.44003
H -1.97522 0.94545 -4.15834
H -2.37682 0.28753 -2.55711
F -1.20271 -3.20217 -4.27573
B -1.20769 -3.19107 -2.91649
F -2.35671 -2.59142 -2.34695
F -0.95077 -4.43998 -2.34760
F -0.12342 -2.27226 -2.42830

# 2
18
Properties=species:S:1:pos:R:3 method="wB97M-V/def2-TZVPD" smiles="CN1CCO[P@@H](=O)C1" e_above_lowest_kcal_mol=58.9
C 1.16987 1.14479 -1.47812
N 0.41167 0.06348 -0.83463
C 1.10008 -0.51933 0.27312
C 0.21946 -1.54841 0.96526
O -0.79120 -0.90670 1.78017
P -1.89795 -0.04549 1.02120
O -2.54789 0.92358 1.88176
C -1.05813 0.72119 -0.39489
H 1.25988 2.18541 -0.92305
H 2.20261 0.91863 -1.49748
H 0.90789 1.25976 -2.48325
H 1.66921 0.19013 0.90501
H 1.96122 -1.23874 -0.22831
H -0.23033 -2.21062 0.22076
H 0.86733 -2.16045 1.76030
H -2.58883 -1.17693 0.47842
H -0.78380 1.76762 -0.18684
H -1.87111 0.63207 -1.25942

# 3
23
Properties=species:S:1:pos:R:3 method="wB97M-V/def2-TZVPD" smiles=CNCCNCN.O e_above_lowest_kcal_mol=38.6
C 1.41248 2.03642 -0.31848
N 0.63676 0.83218 -0.22736
C 0.59154 0.15106 1.06214
C -0.80496 0.04598 1.70732
N -1.90008 -0.56985 0.97128
C -1.52326 -1.69955 0.11694
N -1.18080 -1.30197 -1.21358
H 2.44703 1.87536 -0.00276
H 1.69790 2.38448 -1.31562
H 0.99783 2.94403 0.14256
H -0.28827 0.95334 -0.59427
H 1.11971 0.69254 1.85454
H 1.09457 -0.80665 0.91409
H -0.60284 -0.61923 2.55740
H -1.13132 1.04074 2.00505
H -2.52932 0.06400 0.50821
H -0.74360 -2.25236 0.54770
H -2.45259 -2.27882 0.12988
H -0.18992 -1.20445 -1.36562
H -1.62993 -0.43785 -1.48702
O 1.62967 -1.01418 -2.05760
H 1.82381 -0.32364 -2.70088
H 1.52560 -0.51156 -1.23392